Computed, not measured: a cluster of 16 separate species, C81H200N16O5 in total at a distorted geometry, with ωB97M-V/def2-TZVPD.

Geometry as XYZ:
```
302
Properties=species:S:1:pos:R:3
O 2.634 -7.013 -6.601
O 3.228 -3.419 -0.870
O 1.644 4.002 -2.337
O 1.771 2.727 8.271
O 3.253 0.424 -2.642
N 3.794 -2.737 -5.916
N -1.935 -0.073 6.268
N 4.727 3.680 2.361
N 1.823 -6.207 -4.638
N -6.490 -1.424 -0.442
N -5.759 5.805 1.327
N 5.210 1.056 -1.693
N -4.868 3.065 -4.311
N 3.603 -4.510 1.105
N -2.337 -3.529 -5.427
N -0.325 -0.320 -0.373
N 7.117 -2.869 2.013
N -0.364 5.882 4.335
N -2.418 -5.935 2.167
N 2.243 2.202 6.086
N 1.084 3.201 -4.382
C 1.134 2.051 -5.337
C 1.008 -0.781 0.088
C -1.824 -4.448 -7.694
C 5.402 -1.763 -7.487
C 6.680 2.321 2.912
C -4.350 7.892 1.632
C 4.258 0.191 -1.978
C -0.756 4.759 2.089
C 7.449 -2.640 3.421
C -1.276 -4.294 -6.267
C -6.285 6.218 0.006
C -7.283 5.198 -0.525
C -2.528 3.269 -3.347
C -0.686 1.060 0.060
C -5.999 1.965 -2.351
C 1.803 3.003 7.095
C 2.672 3.008 1.049
C 1.287 7.756 4.731
C -5.875 0.178 1.418
C 0.086 -1.683 -2.444
C 4.533 -5.219 2.005
C -4.203 4.234 2.539
C -2.219 -3.896 -3.994
C 8.293 -3.199 1.277
C 4.477 -2.352 -4.721
C -5.479 -1.014 0.570
C 5.186 -1.205 2.159
C 7.854 -3.907 0.017
C -0.666 -7.342 3.325
C -2.743 -5.300 -3.684
C -0.920 0.395 7.220
C 6.517 -1.628 1.492
C -4.303 -0.016 5.713
C 1.853 -5.203 -3.631
C -5.495 7.005 2.174
C 5.238 2.482 -2.108
C 3.973 -3.940 -0.072
C -4.657 -7.012 2.010
C 0.788 4.448 -5.023
C -2.268 -2.132 -5.698
C -1.105 0.989 4.100
C -3.561 2.351 -4.072
C 5.366 4.934 2.851
C 1.279 -0.751 1.559
C -3.130 0.725 6.344
C 2.200 -4.514 1.522
C 5.316 -3.513 -4.157
C -4.823 4.432 -4.968
C 2.536 -6.152 -5.770
C -7.826 -1.806 0.072
C 0.703 6.393 5.209
C 0.208 5.424 3.081
C -3.507 -1.341 -5.293
C -2.236 1.214 -0.154
C 5.712 2.725 1.878
C 2.297 2.621 4.657
C 3.797 3.989 1.236
C 4.647 -3.008 -7.069
C -6.814 -2.473 -2.675
C 0.916 -7.329 -4.265
C 2.910 0.947 6.329
C -2.069 -6.568 3.460
C 7.647 -3.925 4.141
C -5.697 3.228 -3.118
C -1.413 -0.289 4.900
C -2.351 5.610 5.847
C -8.000 -3.270 0.584
C 6.502 0.664 -1.028
C -4.718 4.790 1.202
C -3.966 4.516 -6.184
C -1.625 -4.305 0.414
C 4.372 5.402 3.956
C 2.755 -1.733 -6.211
C -5.898 -2.445 -1.393
C -1.577 -4.724 1.881
C -1.202 4.913 5.066
C 1.950 -1.990 -7.410
C -0.437 -0.389 -1.815
C 1.435 3.056 -3.098
C -1.310 0.093 8.700
C -3.864 -5.704 2.074
H 6.195 1.963 3.820
H -6.535 -0.166 2.213
H -4.994 0.643 1.860
H 2.247 -5.545 -2.673
H 0.978 -1.502 -7.480
H -2.695 0.365 0.354
H 1.533 0.249 1.912
H 2.369 0.151 5.817
H 1.868 -5.539 1.685
H 1.496 3.991 6.718
H -0.142 -1.673 -3.509
H 4.771 -4.446 -4.014
H 4.280 4.236 0.291
H -7.334 -3.492 1.418
H -2.725 -5.509 -2.614
H -8.015 -1.235 0.981
H 2.047 2.919 1.938
H -2.313 0.428 8.967
H -3.454 1.021 7.342
H 3.298 4.938 1.430
H 6.718 -4.494 4.111
H -0.264 -2.586 -1.943
H 7.443 1.038 -1.431
H 7.192 -0.774 1.527
H -2.980 1.685 5.849
H 8.689 -4.415 -0.466
H -4.180 -5.120 2.939
H -7.585 5.433 -1.546
H -6.827 -1.593 -3.318
H 7.155 -4.709 0.254
H 3.073 0.692 7.376
H -8.992 -3.381 1.021
H -1.371 -1.760 -5.201
H -1.153 -5.290 -5.842
H 6.125 3.052 0.924
H 3.083 -5.203 -5.878
H -1.394 -0.988 8.812
H 4.247 -6.212 2.350
H 6.107 -2.043 -8.270
H -3.121 2.183 -5.055
H -0.556 0.507 9.369
H 6.629 -2.225 4.007
H -6.472 -3.289 -3.311
H -5.337 -1.926 1.150
H -0.507 -7.952 4.214
H 6.084 -1.353 -6.743
H 1.622 4.602 -5.708
H -4.533 -0.780 0.081
H -4.912 -2.192 -1.783
H -3.490 3.411 2.513
H -1.780 5.128 2.143
H -2.757 3.162 -2.286
H 6.168 -3.709 -4.809
H -1.958 6.241 6.644
H -2.573 1.287 -1.188
H 5.288 -0.622 3.075
H -1.466 -0.264 -2.152
H -5.480 6.253 -0.727
H 5.677 -3.371 -3.139
H 1.780 -3.019 -7.726
H -1.565 4.168 4.359
H -2.450 2.119 0.413
H -0.810 1.474 7.109
H -5.856 4.729 -5.151
H -2.549 -3.777 0.178
H 4.439 -0.797 -1.528
H 4.209 2.811 -2.258
H -1.190 -3.812 -3.645
H -4.426 -1.711 -5.749
H -4.132 5.330 -6.890
H -3.634 -1.316 -4.211
H -0.281 -3.871 -6.130
H 5.811 2.632 -3.023
H 3.374 5.574 3.554
H -5.070 3.974 0.571
H -5.008 3.941 3.214
H -4.147 3.595 -6.739
H 2.354 -4.254 -3.818
H 5.167 1.812 1.637
H 6.496 1.079 -0.020
H 1.175 -1.708 -2.398
H 2.025 -1.650 -5.405
H -6.958 4.158 -0.552
H 0.566 8.547 4.524
H -2.068 -1.864 -6.735
H -6.688 2.220 -1.545
H 5.588 -5.166 1.737
H 1.782 -0.183 -0.395
H -6.732 7.212 0.021
H -4.624 -0.847 6.340
H -2.765 -4.993 -7.619
H -5.234 3.965 -2.461
H -4.532 -7.539 2.956
H 3.020 2.008 0.786
H 3.085 -0.694 -6.192
H -5.084 0.729 5.558
H 4.701 6.366 4.345
H -4.223 8.719 2.330
H -4.147 -0.371 4.694
H -3.879 5.168 0.618
H 2.521 -1.661 -8.278
H -2.663 4.336 -3.529
H -4.406 8.262 0.608
H 7.787 -3.746 5.208
H 0.616 5.303 -4.369
H 1.610 1.988 -2.896
H 8.295 -1.960 3.527
H 0.784 6.267 2.699
H 4.521 -0.691 1.465
H -2.802 -3.216 -3.373
H -2.031 1.362 3.662
H -6.660 3.625 -3.438
H 1.158 -7.758 -3.292
H -1.910 -3.512 -8.246
H 5.087 -1.452 -4.805
H -0.312 0.887 3.359
H 3.840 -2.080 -3.879
H 8.447 -4.564 3.767
H -0.476 1.303 1.101
H -6.426 7.568 2.121
H -0.895 -3.517 0.229
H 1.087 -1.829 -0.204
H -8.177 5.197 0.098
H 8.866 -3.919 1.861
H -2.974 4.827 6.279
H 1.303 1.055 -4.929
H 0.397 6.482 6.251
H -2.673 -7.398 3.826
H -3.433 7.307 1.710
H 0.230 -6.750 3.140
H -4.442 5.226 -4.326
H 2.120 -1.411 1.777
H 2.023 8.063 5.474
H -8.635 -1.439 -0.560
H 4.260 4.734 4.809
H 1.506 5.656 5.237
H -2.165 -6.073 -4.191
H -0.781 3.671 2.146
H 2.014 3.670 4.574
H -5.085 1.463 -2.035
H 0.054 0.044 6.879
H -6.477 0.906 0.874
H -7.919 -3.978 -0.240
H 1.824 7.621 3.791
H -1.514 -5.093 -0.331
H 1.939 2.197 -6.058
H -5.429 6.788 3.240
H 7.329 -3.276 -0.700
H 6.349 -1.784 0.427
H 5.669 3.088 -1.312
H 0.856 -4.780 -3.506
H -0.757 1.790 4.753
H 6.359 4.924 3.301
H -4.326 -7.721 1.252
H 4.736 -1.043 -7.963
H 5.375 -3.805 -6.916
H 1.071 4.773 3.221
H -0.129 -7.022 -4.224
H -6.531 1.204 -2.922
H 8.920 -2.330 1.078
H 0.206 2.015 -5.908
H 7.359 1.552 2.543
H -0.533 -5.029 1.953
H -1.154 -5.116 -8.236
H 0.005 0.474 -2.313
H 3.917 0.897 5.913
H 1.969 -3.989 2.450
H -0.497 4.370 5.695
H 6.530 -0.424 -0.970
H -0.461 -0.815 4.971
H -5.808 -3.423 -0.921
H -5.701 -6.761 1.825
H 1.641 2.069 3.983
H 5.051 -3.980 -0.289
H -2.022 -5.801 4.234
H -3.006 6.256 5.262
H -3.696 5.034 3.078
H 4.704 -2.137 2.453
H -3.401 -0.301 -5.600
H -4.110 -5.181 1.150
H 3.292 2.463 4.239
H -1.495 2.989 -3.548
H -3.736 -5.263 -4.130
H 4.435 -4.648 2.928
H -2.947 4.548 -5.800
H -1.843 -3.955 2.606
H -2.015 -0.993 4.324
H -7.846 -2.662 -2.380
H 0.363 -1.002 2.094
H 2.029 3.283 0.213
H -0.676 -8.063 2.507
H 7.352 3.159 3.099
H 1.537 -4.134 0.745
H -0.500 4.936 1.044
H 4.005 -3.450 -7.830
H 0.914 -8.140 -4.993
H 5.405 5.680 2.057
H -3.749 1.391 -3.592
H -0.074 4.336 -5.681
H -0.116 1.803 -0.497
```

Computed properties:
Largest force on an atom   4.202 eV/Å
Energy relative to the best compared isomer or geometry (same formula, charge and spin)   59.53 kJ/mol
DFT total energy   -4458.19433 Ha
Molecular weight   1478.60 g/mol
Orbital gap   8.36 eV
Lowest unoccupied orbital energy   0.31 eV